{"formula": "C28H46AlNP3", "method": "ωB97M-V with the def2-TZVPD basis set", "symbols": ["C", "C", "C", "C", "C", "C", "C", "C", "C", "C", "C", "C", "C", "H", "H", "H", "H", "H", "H", "H", "N", "Al", "C", "H", "H", "C", "H", "H", "P", "P", "C", "H", "H", "H", "C", "H", "H", "H", "C", "H", "H", "H", "C", "H", "H", "H", "H", "H", "C", "C", "C", "P", "C", "C", "C", "C", "C", "C", "H", "H", "H", "H", "H", "H", "H", "H", "H", "H", "H", "H", "H", "H", "H", "H", "H", "H", "H", "H", "H"], "xyz": [[-1.718, 2.608, -4.371], [-1.480, 1.311, -3.954], [-0.115, 0.838, -4.104], [0.923, 1.837, -3.860], [0.589, 3.183, -4.086], [-0.677, 3.531, -4.503], [2.246, 1.447, -3.472], [2.479, 0.048, -3.567], [1.397, -0.893, -3.808], [1.638, -2.234, -3.358], [2.940, -2.708, -3.490], [4.009, -1.809, -3.614], [3.783, -0.466, -3.472], [-2.726, 3.008, -4.486], [1.445, 3.855, -4.009], [-0.803, 4.524, -4.936], [2.725, 2.037, -2.667], [3.195, -3.763, -3.378], [5.024, -2.133, -3.840], [4.551, 0.305, -3.410], [0.207, -0.480, -4.286], [0.065, 0.631, 0.185], [-2.390, 0.511, -3.164], [-2.313, -0.568, -3.406], [-3.453, 0.833, -3.279], [0.579, -2.939, -2.659], [-0.398, -2.836, -3.164], [0.823, -4.001, -2.455], [-2.040, 0.566, -1.237], [0.168, -2.269, -0.898], [1.444, -3.150, 0.064], [1.248, -3.090, 1.141], [1.445, -4.196, -0.252], [2.423, -2.708, -0.157], [-1.313, -3.268, -0.520], [-1.035, -4.327, -0.505], [-1.736, -2.998, 0.458], [-2.068, -3.111, -1.296], [-2.555, 2.282, -0.890], [-3.443, 2.549, -1.476], [-2.776, 2.408, 0.174], [-1.743, 2.967, -1.162], [-3.495, -0.380, -0.639], [-3.636, -0.246, 0.439], [-4.413, -0.053, -1.141], [-3.378, -1.451, -0.830], [1.060, 0.826, -1.046], [1.697, 0.655, -0.410], [-2.291, 2.118, 2.904], [-0.878, 1.862, 3.428], [-0.878, 1.635, 4.955], [0.013, 0.593, 2.408], [1.855, 0.877, 2.614], [2.245, 1.769, 3.791], [2.698, -0.406, 2.568], [-0.422, -1.117, 3.126], [0.142, -1.432, 4.523], [-1.928, -1.341, 3.053], [-2.804, 1.200, 2.597], [-2.278, 2.804, 2.056], [-2.913, 2.586, 3.678], [-0.296, 2.780, 3.246], [-1.590, 0.867, 5.262], [0.109, 1.381, 5.359], [-1.178, 2.570, 5.455], [2.095, 1.441, 1.697], [2.114, 1.276, 4.753], [3.308, 2.017, 3.682], [1.698, 2.706, 3.780], [2.351, -1.139, 1.826], [3.724, -0.114, 2.277], [2.767, -0.904, 3.550], [0.070, -1.800, 2.415], [-0.532, -1.088, 5.325], [0.219, -2.527, 4.632], [1.134, -1.028, 4.710], [-2.312, -1.219, 2.041], [-2.157, -2.374, 3.358], [-2.484, -0.675, 3.727]], "forces_ev_per_angstrom": [[-0.7, -0.5, 0.7], [1.4, 1.0, -1.3], [2.2, -0.3, -0.2], [0.0, -1.1, 0.1], [-0.2, 0.7, 0.0], [2.0, 0.7, -0.4], [-2.8, -1.7, 0.5], [-0.6, 0.4, 0.2], [0.3, 2.1, -0.5], [1.7, -0.2, -1.0], [-1.0, 0.0, 0.7], [1.1, 1.2, -0.6], [0.7, -0.1, 0.1], [0.0, -0.3, 0.3], [-0.5, 0.3, -0.2], [-0.4, -0.2, 0.4], [0.8, 0.2, -1.5], [-0.4, 0.2, 0.2], [-0.3, -0.2, 0.4], [0.2, -0.6, 0.0], [-1.2, 0.5, 3.1], [-1.4, -0.4, -1.4], [-1.2, -1.7, 0.8], [-0.1, 0.5, 0.0], [0.7, -0.2, 0.3], [-1.7, -1.1, 0.8], [0.4, -0.3, 0.0], [-0.2, 0.4, -0.5], [-1.0, 0.5, -0.4], [0.7, 0.6, -0.7], [0.1, -0.1, -0.1], [0.1, 0.0, -0.2], [0.1, 0.0, 0.2], [-0.1, -0.1, 0.1], [0.0, -0.3, 0.0], [-0.2, 0.1, 0.0], [0.1, 0.0, -0.2], [0.1, -0.1, 0.2], [-0.2, 0.3, -0.2], [0.1, -0.1, 0.1], [0.1, -0.1, -0.2], [-0.1, -0.2, 0.1], [-0.4, -0.2, -0.1], [0.1, 0.1, -0.2], [0.1, 0.0, 0.1], [0.0, 0.2, 0.0], [0.5, 1.5, -0.5], [0.5, -1.5, 0.5], [-0.4, 0.1, -0.1], [0.1, 0.4, 0.3], [0.2, 0.1, 0.1], [0.7, -0.8, 1.2], [-0.1, 0.0, -0.1], [0.4, -0.1, -0.2], [0.4, -0.2, 0.1], [0.4, 0.5, -0.1], [-0.5, -0.3, 0.4], [-0.2, -0.4, 0.4], [0.0, 0.2, 0.1], [0.1, -0.1, 0.1], [0.2, -0.1, -0.1], [-0.1, -0.3, -0.1], [0.0, 0.0, -0.1], [-0.3, 0.0, -0.2], [0.0, -0.3, -0.3], [0.0, 0.0, 0.1], [0.0, 0.0, 0.0], [-0.1, -0.1, 0.1], [0.0, 0.1, 0.1], [0.0, 0.4, 0.2], [-0.4, -0.2, 0.2], [0.0, 0.2, -0.4], [-0.2, 0.3, 0.1], [0.3, -0.1, -0.4], [0.0, 0.3, -0.1], [-0.1, 0.1, 0.0], [0.0, 0.1, -0.1], [0.0, 0.3, -0.1], [0.2, -0.2, -0.2]], "lowdin_charge": [-0.035, -0.255, -0.159, -0.162, -0.039, -0.070, 0.059, -0.167, -0.185, -0.248, -0.019, -0.074, -0.046, 0.124, 0.121, 0.114, 0.144, 0.122, 0.114, 0.121, 0.192, 0.152, -0.234, 0.089, 0.109, -0.273, 0.085, 0.096, 0.830, 0.848, -0.285, 0.025, 0.047, 0.049, -0.279, 0.054, 0.030, 0.033, -0.290, 0.059, 0.012, 0.038, -0.261, 0.032, 0.056, 0.021, -0.044, 0.021, -0.115, -0.510, -0.094, 0.945, -0.544, -0.098, -0.111, -0.496, -0.089, -0.116, 0.056, 0.057, 0.094, 0.102, 0.070, 0.060, 0.096, 0.068, 0.072, 0.095, 0.070, 0.039, 0.098, 0.076, 0.065, 0.077, 0.095, 0.050, 0.040, 0.098, 0.076], "homo_ev": [-7.927, -7.955], "e_tot_ha": -2415.34467, "total_charge": 1, "homo_lumo_gap_ev": [4.49, 4.52]}